1.
C3H7P | ωB97M-V/def2-TZVPD

Spin multiplicity = 1
HOMO-LUMO gap = 10.6239 eV
M = 74.1 g/mol
Highest occupied orbital energy = -9.50 eV
Charge = 0

XYZ file:
```
11
C3H7P ωB97M-V/def2-TZVPD
C -0.038 -1.103 -0.802
C -0.355 0.253 -0.283
C -0.157 0.667 1.139
P 0.912 0.282 -1.595
H 0.477 -1.791 -0.142
H -0.763 -1.584 -1.447
H -1.737 0.740 -0.695
H -0.983 0.312 1.750
H -0.107 1.751 1.218
H 0.771 0.253 1.541
H 1.982 0.220 -0.683
```

Mulliken population analysis, charges in e, atoms 1 to 8: C -0.73; C 0.20; C -1.16; P -0.06; H 0.29; H 0.29; H 0.24; H 0.31

---

2.
C5H9N3O2 | ωB97M-V/def2-TZVPD

Spin multiplicity = 1
HOMO-LUMO gap = 8.6968 eV
M = 143.1 g/mol
Highest occupied orbital energy = -8.63 eV
Charge = 0

XYZ file:
```
19
C5H9N3O2 ωB97M-V/def2-TZVPD
C 0.223 -1.150 -1.287
C 0.136 1.391 -1.273
C -0.066 -1.655 0.094
C -0.648 -3.003 0.409
C 0.543 2.885 0.805
N 0.212 0.026 -1.766
N 0.088 1.649 0.147
N -0.206 -0.739 1.033
O 0.510 0.461 0.958
O -0.630 -1.048 2.148
H 0.259 -1.842 -2.118
H 0.915 1.914 -1.855
H -0.773 1.677 -1.725
H -1.722 -2.983 0.680
H -0.209 -3.424 1.330
H -0.530 -3.743 -0.383
H -0.104 3.157 1.663
H 1.620 2.893 1.130
H 0.383 3.536 0.009
```

Mulliken population analysis, charges in e, atoms 1 to 8: C -0.19; C -0.39; C 0.55; C -1.14; C -0.88; N -0.56; N 0.04; N 0.59

---

3.
C31H58N4O10 | ωB97M-V/def2-TZVPD

Spin multiplicity = 1
HOMO-LUMO gap = 8.7532 eV
M = 646.8 g/mol
Highest occupied orbital energy = -9.12 eV
Charge = 0

XYZ file:
```
103
C31H58N4O10 ωB97M-V/def2-TZVPD
C -4.382 -3.401 2.754
C -4.766 -4.960 2.991
O -4.022 -5.431 4.153
C -2.605 -5.265 3.937
O -2.006 -5.892 3.029
C -1.864 -4.272 4.938
C -1.040 -3.091 4.207
C 0.508 -3.002 4.724
C 1.378 -3.651 3.531
C 2.091 -2.918 2.531
C 2.250 -1.345 2.341
C 2.824 -1.067 0.852
C 2.957 0.502 0.522
C 3.165 0.661 -1.085
C 3.362 2.195 -1.498
C 3.047 2.545 -3.035
C 2.835 1.281 -4.000
C 1.265 0.906 -4.104
O 1.055 0.243 -5.402
C 0.936 -1.192 -5.211
C 2.683 -4.112 1.656
O 3.579 -4.143 0.794
O 2.017 -5.350 1.929
C 1.581 -5.208 3.286
O 1.423 -6.086 4.148
H -4.090 -2.900 3.750
H -5.301 -2.816 2.374
H -3.476 -3.301 2.070
H -4.372 -5.570 2.093
H -5.897 -5.113 3.130
H -2.604 -3.753 5.651
H -1.134 -4.890 5.557
H -1.044 -3.356 3.082
H -1.588 -2.096 4.307
H 0.607 -3.582 5.703
H 0.715 -1.881 4.844
H 3.063 -1.009 3.090
H 1.311 -0.741 2.572
H 3.859 -1.563 0.786
H 2.083 -1.508 0.105
H 2.046 1.091 0.897
H 3.875 0.888 1.102
H 2.288 0.132 -1.580
H 4.174 0.137 -1.295
H 2.663 2.825 -0.830
H 4.425 2.561 -1.251
H 2.169 3.281 -3.149
H 3.967 3.115 -3.435
H 3.505 0.387 -3.780
H 3.122 1.637 -5.062
H 0.922 0.236 -3.233
H 0.607 1.855 -4.156
H 0.748 -1.723 -6.203
H 1.967 -1.554 -4.841
H 0.108 -1.449 -4.471
C -3.391 -0.791 6.251
O -2.812 0.132 5.709
N -4.106 -0.705 7.407
C -4.769 -1.854 7.989
C -4.205 0.578 8.077
H -3.380 -1.808 5.825
H -5.841 -1.651 8.054
H -4.369 -2.027 8.991
H -4.610 -2.746 7.382
H -4.666 1.301 7.399
H -3.202 0.928 8.332
H -4.805 0.491 8.983
C 2.434 3.744 3.290
O 2.172 3.365 2.162
N 3.369 3.187 4.117
C 3.620 3.701 5.448
C 4.134 2.047 3.649
H 1.913 4.602 3.745
H 4.665 4.013 5.519
H 3.425 2.911 6.178
H 2.976 4.555 5.665
H 4.681 2.332 2.747
H 3.447 1.235 3.402
H 4.837 1.715 4.415
C -1.401 -0.605 -7.569
O -1.603 -1.775 -7.301
N -2.137 0.140 -8.444
C -1.834 1.529 -8.712
C -3.257 -0.479 -9.125
H -0.575 -0.041 -7.107
H -2.700 2.141 -8.445
H -1.618 1.648 -9.777
H -0.971 1.859 -8.133
H -3.973 -0.840 -8.382
H -2.897 -1.331 -9.707
H -3.746 0.237 -9.787
C 0.862 3.961 -6.253
O 1.991 4.020 -5.806
N -0.061 4.963 -6.187
C -1.392 4.822 -6.742
C 0.301 6.210 -5.541
H 0.488 3.058 -6.762
H -1.543 5.590 -7.504
H -2.126 4.950 -5.942
H -1.524 3.839 -7.193
H 1.161 6.644 -6.057
H 0.581 6.008 -4.504
H -0.534 6.911 -5.566
```

Mulliken population analysis, charges in e, atoms 1 to 8: C -0.53; C -0.32; O -0.40; C 0.36; O -0.54; C -0.11; C -0.50; C -0.68

---

4.
C2HClF2 | ωB97M-V/def2-TZVPD

Spin multiplicity = 1
HOMO-LUMO gap = 10.6396 eV
M = 98.5 g/mol
Highest occupied orbital energy = -9.93 eV
Charge = 0

XYZ file:
```
6
C2HClF2 ωB97M-V/def2-TZVPD
C 0.679 -0.441 -0.032
C -0.452 0.353 -0.103
H 0.489 -1.446 0.429
F 1.978 0.029 -0.156
F -0.538 1.678 -0.025
Cl -2.156 -0.172 -0.111
```

From a Mulliken analysis of the wavefunction, the atomic charges in e read: C -0.14; C 0.42; H 0.27; F -0.22; F -0.19; Cl -0.15